Model P:
A cluster of 2 separate species, C3H7NO4S in total. Source: the OMol25 dataset; level of theory: wB97M-V/def2-TZVPD.

Structure (XYZ):
```
16
Properties=species:S:1:pos:R:3
C 1.34063 -0.49114 -0.03986
C -1.86593 0.32368 0.11201
C 1.00520 0.94064 0.12055
N 0.94163 1.48152 1.47899
O 1.58265 2.46906 1.68600
O 0.29341 0.83401 2.25684
O -0.51920 0.98271 -2.04048
O -0.91550 2.80520 -0.38860
S -0.61570 1.42993 -0.64108
H 0.87511 -0.79617 -1.04087
H 2.34385 -0.51918 0.07323
H 0.84164 -1.17548 0.51541
H -2.69972 1.07577 0.46534
H -2.06339 -0.27079 -0.71817
H -1.41230 -0.07977 0.95259
H 1.91695 1.88893 -0.54536
```

Charge ... 0
Kohn-Sham gap ... 10.71 eV
HOMO level ... -11.0 eV

---

Model Q:
The molecule C3H7NO4S. Source: the OMol25 dataset; level of theory: wB97M-V/def2-TZVPD.

Structure (XYZ):
```
16
Properties=species:S:1:pos:R:3
C 0.85143 -1.23968 -0.30648
C 1.13736 -0.23277 0.75408
C -1.08962 -0.26288 0.14206
N -0.20006 0.12025 1.20089
O -0.72028 0.04133 -2.42402
O -2.51119 1.43218 -1.37590
O -0.27212 2.07905 -1.13031
O 1.94421 0.86153 0.31306
S -1.02246 0.90578 -1.32006
H 1.21021 -0.95512 -1.27916
H 0.64502 -2.29400 0.04169
H 1.68633 -0.69283 1.48047
H -1.86351 -0.95342 0.19936
H -0.40963 0.96994 1.77538
H -2.37584 2.15896 -1.99362
H 1.60538 1.22480 -0.54287
```

Charge ... 0
Kohn-Sham gap ... 8.98 eV
HOMO level ... -9.3 eV

---

Short version: model P is the least stable of them.

---

Model P:
A cluster of 2 separate species, C2H8N2O in total. Source: the OMol25 dataset; level of theory: wB97M-V/def2-TZVPD.

Structure (XYZ):
```
13
Properties=species:S:1:pos:R:3
C -2.38701 -0.11552 0.21891
O -1.19303 0.52890 0.63025
H -3.24172 0.27238 0.77969
H -2.54597 0.09661 -0.83326
H -2.34046 -1.19593 0.37384
N 1.41511 -0.97651 0.70351
C 2.09042 -0.05661 0.17267
N 1.80996 0.46175 -1.10452
H -0.60465 -0.06393 1.10301
H 0.62782 -1.18955 0.08794
H 2.87384 0.44052 0.74134
H 0.94546 0.97478 -1.19193
H 2.55023 0.82311 -1.68143
```

Charge ... 0
Kohn-Sham gap ... 10.79 eV
SMILES ... [H]/N=C\N.CO
HOMO level ... -9.7 eV

---

Model Q:
A cluster of 2 separate species, C2H8N2O in total. Source: the OMol25 dataset; level of theory: wB97M-V/def2-TZVPD.

Structure (XYZ):
```
13
Properties=species:S:1:pos:R:3
O 3.01481 -0.53134 -1.05939
C 1.91094 -0.59955 -1.53765
H 0.90580 -0.77341 -1.14801
H 1.95578 -0.34620 -2.62631
N 0.26200 0.72624 0.96356
C -1.09337 0.30285 1.24183
N -1.86014 -0.24569 0.11276
H 0.41894 1.56276 0.44224
H 0.86980 -0.04172 0.74303
H -1.66004 1.12297 1.67140
H -1.05319 -0.52837 1.94712
H -1.45935 -1.10633 -0.23823
H -2.21197 0.45779 -0.51234
```

Charge ... 0
Kohn-Sham gap ... 9.50 eV
SMILES ... C=O.NCN
HOMO level ... -8.9 eV

---

Short version: model Q is the least stable of them.

---

Model P:
A cluster of 2 separate species, C2H8N2O in total. Source: the OMol25 dataset; level of theory: wB97M-V/def2-TZVPD.

Structure (XYZ):
```
13
Properties=species:S:1:pos:R:3
C 0.60948 -1.73864 0.05827
C 0.33325 1.89450 0.11823
N 0.52213 -0.38183 0.55659
N 0.44551 0.50922 -0.31676
O -1.76492 -0.27612 -0.05840
H -2.62382 -0.64646 0.17991
H -0.35003 0.22778 -1.03872
H 1.67109 -1.95532 -0.11436
H 0.22339 -2.39571 0.83226
H 0.03603 -1.88683 -0.85802
H 1.10148 2.09986 0.86000
H 0.46774 2.53998 -0.74858
H -0.67134 2.00957 0.52958
```

Charge ... 0
Kohn-Sham gap (alpha / beta) ... 7.92 / 7.91 eV
HOMO level (alpha / beta) ... -8.5 / -8.5 eV

---

Model Q:
A cluster of 2 separate species, C2H8N2O in total. Source: the OMol25 dataset; level of theory: wB97M-V/def2-TZVPD.

Structure (XYZ):
```
13
Properties=species:S:1:pos:R:3
C 1.14396 3.99003 1.51284
O 0.08158 3.25790 0.86746
H 2.03345 3.48948 1.44626
H 0.79038 4.16946 2.54447
H 1.01472 5.00354 1.00120
N -0.75718 -2.02822 0.09085
C -0.79872 -2.55530 -1.20140
N 0.14097 -3.44363 -1.52440
H -0.15618 2.47488 1.27142
H -1.64583 -1.55082 0.09954
H -1.67628 -2.72832 -1.79841
H 0.34996 -3.45121 -2.44337
H 0.87913 -3.77568 -0.89455
```

Charge ... 0
Kohn-Sham gap ... 10.09 eV
SMILES ... [H]/N=C/N.CO
HOMO level ... -9.1 eV

---

Model R:
The molecule C2H8N2O. Source: the OMol25 dataset; level of theory: wB97M-V/def2-TZVPD.

Structure (XYZ):
```
13
Properties=species:S:1:pos:R:3
C 1.30645 -0.97229 -0.36107
C -1.86736 0.67753 0.22383
N 1.23860 1.31541 -0.13412
N 0.67671 0.16001 0.35749
O -0.78346 -0.06587 -0.17353
H 2.40725 -1.04125 0.01139
H 0.63278 -1.80466 -0.08389
H 1.33578 -0.78587 -1.44137
H -2.16742 1.32723 -0.66939
H -1.57472 1.34715 0.99598
H -2.71284 -0.04063 0.38422
H 1.16685 1.50400 -1.08435
H 0.87324 2.16317 0.35666
```

Charge ... 0
Kohn-Sham gap ... 10.16 eV
SMILES ... CON(C)N
HOMO level ... -9.1 eV

---

Short version: model P is the least stable of them.